This record from the Open Molecules 2025 dataset describes a molecular structure, C15H13BF3N7RuS in a non-equilibrium geometry. The level of theory is ωB97M-V/def2-TZVPD.

Geometry as ORCA input:
```
! wB97M-V def2-TZVPD RIJCOSX def2/J DEFGRID3
* xyz 1 2
Ru 1.230 0.892 -0.738
S -0.867 -0.657 -0.692
F -4.228 0.415 -2.091
F -4.042 -0.091 -0.011
F -5.272 1.577 -0.605
N -0.575 2.020 -0.632
N 2.689 -1.534 -0.066
N 0.179 -0.171 -1.815
N 1.420 0.738 1.280
N 2.794 -0.402 -0.820
N 1.212 -0.540 1.721
N 0.147 -2.068 0.004
C 0.820 0.808 3.434
C 3.774 -2.297 -0.261
C 0.869 -0.512 3.006
C -0.402 -3.173 -0.220
C -3.067 3.206 -0.562
C -1.626 -3.086 -1.008
C -1.967 -1.839 -1.324
C 3.946 -0.484 -1.486
C 4.606 -1.668 -1.164
C -4.131 0.947 -0.860
C -1.680 1.261 -0.784
C 1.159 1.550 2.320
C -0.695 3.350 -0.460
C -2.937 1.843 -0.737
C -1.918 3.975 -0.425
B 1.469 -1.801 0.835
H 5.555 -2.015 -1.535
H 0.010 -4.096 0.187
H 0.221 3.916 -0.360
H 1.279 2.618 2.221
H -2.223 -3.951 -1.266
H 3.887 -3.238 0.255
H -2.836 -1.509 -1.879
H -4.046 3.668 -0.533
H -1.975 5.046 -0.288
H 4.242 0.306 -2.157
H 0.591 1.173 4.421
H 0.685 -1.430 3.546
H 1.703 -2.746 1.550
*
```

Results
Kohn-Sham gap (spin up / spin down) = 0.2590 / 0.2521 hartree
molar mass = 492.26 Da
lowest unoccupied orbital energy (spin up / spin down) = -4.1 / -4.2 eV
energy = -1779.924224 a.u.